(1)
ORCA calculation (ωB97M-V with the def2-TZVPD basis set) on a cluster of 2 separate species, C2H2FNO2 in total in a non-equilibrium geometry.

Geometry as XYZ:
```
8
Properties=species:S:1:pos:R:3:forces:R:3:mulliken_charge:R:1
C -1.086997 0.843003 1.443303 -0.683 1.207 1.209 -0.215
C -0.529779 0.246843 0.559416 -0.169 -2.555 -1.511 -0.060
N -0.245739 -0.910234 -0.171535 1.853 9.648 6.543 0.829
O 0.900929 -1.185914 -0.319793 5.714 -3.394 -1.919 -0.629
O -1.213525 -1.435887 -0.592765 -6.808 -5.038 -4.016 -0.341
F 1.725008 0.830300 -1.782333 -0.739 2.666 -1.768 -0.392
H 1.987487 0.131087 -1.310719 0.683 -2.504 1.655 0.401
H -1.537385 1.480801 2.174423 0.150 -0.030 -0.192 0.407
```
Positions in Å, forces in eV/Å.

The calculation puts the total energy at -10399.277 eV. As for the spin multiplicity: 3. Its expectation value of S² is 2.029. The HOMO energy (spin up / spin down) is -8.000 / -11.654 eV. For the energy relative to the best compared isomer or geometry (same formula, charge and spin), the calculation gives 3.856 eV.

---

(2)
ORCA calculation (ωB97M-V with the def2-TZVPD basis set) on the ion C2H3ClO2PS with charge -1 in a non-equilibrium geometry.

Geometry as XYZ:
```
10
Properties=species:S:1:pos:R:3:forces:R:3:mulliken_charge:R:1
O -1.295232 -1.289641 0.260662 -0.390 -2.189 -0.702 -0.679
P -0.788764 -0.129928 0.974580 1.102 1.031 -1.159 0.960
O -1.639015 1.014506 1.218364 -1.479 1.911 1.264 -0.682
Cl 0.105032 -0.803713 2.715740 0.284 -0.195 0.766 -0.377
C 0.651327 0.588991 0.048782 1.256 -7.607 -1.430 -0.688
C 0.396803 -0.249349 -1.488253 0.359 2.188 2.987 -0.140
S 0.006765 0.575162 -2.796509 -0.012 0.186 -0.622 -0.307
H 0.597362 1.610752 0.040510 0.264 2.401 -0.469 0.364
H 1.598623 0.028867 0.508991 -1.676 1.793 -1.087 0.250
H 0.367099 -1.345649 -1.482867 0.292 0.480 0.452 0.299
```
Positions in Å, forces in eV/Å.

The calculation puts the total energy at -38867.155 eV. The SMILES is O=[P@@]([O-])(Cl)CC=S. The HOMO energy is -5.006 eV. For the energy relative to the best compared isomer or geometry (same formula, charge and spin), the calculation gives 0.896 eV. Its charge is -1.

---

(3)
ORCA calculation (ωB97M-V with the def2-TZVPD basis set) on a cluster of 2 separate species, CH4NO2 in total in a non-equilibrium geometry.

Geometry as XYZ:
```
8
Properties=species:S:1:pos:R:3:forces:R:3:mulliken_charge:R:1
O -0.653605 -2.196420 -0.390415 -0.647 0.729 0.189 -0.655
H -0.735455 -1.541447 0.328538 0.554 -0.214 0.344 0.342
C 0.303741 1.278442 0.647087 1.296 0.025 0.323 -0.784
N 1.278175 1.003588 -0.462812 -1.606 0.903 0.429 -0.516
O -0.762643 0.683746 0.542709 -0.622 -0.193 -0.572 -0.234
H -1.077055 -1.598865 -1.022864 0.175 -0.356 -0.538 0.311
H 0.764425 0.452270 -1.160072 0.671 -0.622 0.151 0.239
H 2.104791 0.615736 -0.034920 0.179 -0.274 -0.326 0.296
```
Positions in Å, forces in eV/Å.

The calculation puts the total energy at -6686.375 eV. The HOMO energy is -1.745 eV. For the energy relative to the best compared isomer or geometry (same formula, charge and spin), the calculation gives 2.119 eV. Its charge is -1.